Record 1
Entry from the OMol25 dataset: a single C4H9N molecule in a non-equilibrium geometry (the ωB97M-V functional and the def2-TZVPD basis).

Element x y z (Å)
C -0.350 0.553 -0.949
C 1.013 0.050 -0.549
C 0.717 -0.894 0.618
N -0.590 -0.457 1.189
C -0.995 0.730 0.433
H -0.899 -0.197 -1.518
H -0.365 1.435 -1.591
H 1.653 0.866 -0.199
H 1.688 -0.416 -1.268
H 0.571 -1.925 0.257
H 1.501 -0.973 1.363
H -1.270 -1.175 0.979
H -0.602 1.624 0.913
H -2.072 0.778 0.322

Results
gap between HOMO and LUMO: 10.0 eV
lowest unoccupied orbital energy: 1.2 eV
energy relative to the best compared isomer or geometry (same formula, charge and spin): 0.169 eV
charge: 0
SMILES: C1CCNC1
energy: -5783.64298 eV

Löwdin population analysis, charges in e, atoms 1 to 5: atom 1 (C): -0.20, atom 2 (C): -0.21, atom 3 (C): -0.21, atom 4 (N): -0.07, atom 5 (C): -0.23

***

Record 2
Entry from the OMol25 dataset: C7H9OPS2 as an isolated structure in a non-equilibrium geometry (the ωB97M-V functional and the def2-TZVPD basis).

Element x y z (Å)
C -0.755 -0.755 -0.721
C -1.069 0.732 1.232
C 0.573 -0.639 -0.638
C 0.326 0.884 1.234
C -1.618 -0.048 0.160
C 1.066 0.190 0.369
C -3.847 -0.496 -0.931
O -2.978 0.006 0.125
P 3.514 0.139 0.075
S 4.352 0.319 -1.619
S 4.715 1.126 1.665
H -1.240 -1.303 -1.599
H -1.717 1.064 1.935
H 1.205 -1.237 -1.119
H 0.756 1.528 2.082
H -4.229 -1.487 -0.583
H -3.253 -0.605 -1.864
H -4.795 0.033 -1.169
H 3.582 -1.126 0.585
H 5.413 1.675 0.780

Results
gap between HOMO and LUMO: 8.1 eV
lowest unoccupied orbital energy: -0.6 eV
energy relative to the best compared isomer or geometry (same formula, charge and spin): 2.786 eV
charge: 0
energy: -40408.57326 eV

Löwdin population analysis, charges in e, atoms 1 to 5: atom 1 (C): -0.03, atom 2 (C): 0.02, atom 3 (C): -0.14, atom 4 (C): -0.12, atom 5 (C): -0.24

***

Record 3
Entry from the OMol25 dataset: a 4-piece molecular cluster, C3H13NO4 overall in a non-equilibrium geometry (the ωB97M-V functional and the def2-TZVPD basis).

Element x y z (Å)
C -0.223 -1.599 2.292
C -0.186 -0.152 1.598
C 0.667 -0.155 0.380
N 1.170 1.098 0.206
O 0.656 -0.984 -0.505
H -0.212 -2.254 1.458
H -1.191 -1.547 2.826
H 0.653 -1.533 2.853
H -1.187 0.154 1.296
H 0.210 0.532 2.362
H 1.286 1.781 0.980
H 1.589 1.290 -0.729
O -1.478 2.339 -0.427
H -1.425 3.114 -1.063
H -2.017 1.703 -0.969
O -2.224 -0.159 -1.948
H -2.670 -0.981 -2.176
H -1.354 -0.489 -1.592
O 2.915 -0.571 -2.111
H 2.114 -0.880 -1.672
H 2.905 -0.707 -3.059

Results
gap between HOMO and LUMO: 10.8 eV
lowest unoccupied orbital energy: 0.6 eV
energy relative to the best compared isomer or geometry (same formula, charge and spin): 0.897 eV
charge: 0
SMILES: CCC(N)=O.O.O.O
energy: -13002.26813 eV

Löwdin population analysis, charges in e, atoms 1 to 5: atom 1 (C): -0.05, atom 2 (C): -0.16, atom 3 (C): -0.57, atom 4 (N): 0.16, atom 5 (O): 0.03

***

Record 4
Entry from the OMol25 dataset: C4H3LuO2 as an isolated structure in a non-equilibrium geometry (the ωB97M-V functional and the def2-TZVPD basis).

Element x y z (Å)
C 0.256 0.130 2.377
C -0.079 0.139 1.205
C -0.575 0.111 -0.121
C 0.245 -0.189 -1.127
H -1.451 0.020 -1.868
H 1.270 0.138 -1.342
O 0.799 0.136 3.572
H 0.129 0.156 4.266
O -0.517 -0.240 -2.350
Lu -0.076 -0.401 -4.611

Results
gap between HOMO and LUMO (spin up / spin down): 4.7 / 5.7 eV
lowest unoccupied orbital energy (spin up / spin down): -11.1 / -10.0 eV
energy relative to the best compared isomer or geometry (same formula, charge and spin): 1.046 eV
charge: +2
energy: -41885.49335 eV

Löwdin population analysis, charges in e, atoms 1 to 5: atom 1 (C): -0.02, atom 2 (C): 0.03, atom 3 (C): 0.05, atom 4 (C): -0.18, atom 5 (H): 0.19

***

Record 5
Entry from the OMol25 dataset: a 11-piece molecular cluster, C5H33N2O11 overall in a non-equilibrium geometry (the ωB97M-V functional and the def2-TZVPD basis).

Element x y z (Å)
C -0.810 3.621 1.060
O -0.941 4.790 0.232
C -0.453 2.532 0.036
C -0.130 1.156 0.734
C 0.746 0.312 -0.138
C 2.051 0.046 -0.150
N 0.088 -0.259 -1.380
N 0.716 2.851 -0.810
H 0.087 3.963 1.631
H -1.607 3.292 1.726
H -1.838 4.757 -0.151
H -1.270 2.467 -0.772
H -1.123 0.631 0.681
H 0.184 1.292 1.781
H 2.465 -0.560 -0.939
H 2.793 0.391 0.556
H 0.366 -1.240 -1.417
H 0.069 0.390 -2.269
H -0.894 -0.222 -1.122
H 1.494 2.464 -0.255
H 0.673 3.886 -0.956
H -3.163 -0.434 -0.128
H -4.067 0.451 -1.076
O -3.227 -0.008 -0.997
H -2.456 -2.030 -2.870
H -0.981 -2.439 -3.183
O -1.510 -1.757 -2.764
H -1.238 -1.069 2.737
H -1.674 -2.261 1.941
O -1.559 -1.980 2.849
H 1.691 -0.030 2.928
H 2.069 0.777 4.361
O 1.625 0.754 3.513
H -0.097 -4.308 -1.626
H 1.042 -4.069 -2.540
O 0.537 -3.622 -1.856
H 3.515 -2.093 2.166
H 2.014 -2.130 2.672
O 2.595 -1.885 1.950
H -3.668 -2.516 -1.816
H -3.549 -2.910 -0.460
O -3.508 -3.330 -1.326
H 1.057 -4.995 -0.111
H 2.005 -3.915 0.494
O 1.971 -4.769 0.027
H 0.394 2.046 -2.499
H 0.035 1.674 -3.877
O -0.434 1.823 -3.049
H 2.846 2.993 2.863
H 2.109 2.872 1.618
O 2.957 2.599 1.984

Results
gap between HOMO and LUMO: 10.0 eV
lowest unoccupied orbital energy: -3.0 eV
energy relative to the best compared isomer or geometry (same formula, charge and spin): 5.210 eV
charge: +1
energy: -31214.83572 eV

Löwdin population analysis, charges in e, atoms 1 to 5: atom 1 (C): -0.19, atom 2 (O): -0.07, atom 3 (C): -0.36, atom 4 (C): -0.09, atom 5 (C): -0.29

***

Record 6
Entry from the OMol25 dataset: an isolated ion of composition C10H14N5 and charge +1 in a non-equilibrium geometry (the ωB97M-V functional and the def2-TZVPD basis).

Element x y z (Å)
C -1.949 1.776 -0.832
C -1.998 -0.389 0.060
C -2.755 -1.341 0.753
C -4.134 -1.254 0.714
C -4.684 0.012 0.400
C 3.329 -0.629 0.557
C 2.322 0.243 1.369
C 3.417 -0.136 -0.864
C 0.931 0.512 0.616
C 2.136 -0.520 -1.431
N -0.714 1.690 -1.154
N -3.970 1.019 -0.037
N -2.689 0.704 -0.341
N 0.134 0.821 -1.496
N 1.062 0.366 -0.794
H -2.334 2.797 -0.877
H -2.166 -2.234 0.977
H -4.919 -2.019 0.886
H -5.767 0.234 0.664
H 4.308 -0.578 1.105
H 2.951 -1.683 0.449
H 2.096 -0.187 2.446
H 2.927 1.194 1.285
H 3.658 0.846 -0.878
H 4.270 -0.761 -1.350
H 0.139 -0.180 0.753
H 0.511 1.480 0.856
H 2.114 -0.252 -2.424
H 1.773 -1.534 -1.414

Results
gap between HOMO and LUMO: 8.0 eV
lowest unoccupied orbital energy: -4.4 eV
energy relative to the best compared isomer or geometry (same formula, charge and spin): 6.999 eV
charge: +1
energy: -18034.55427 eV

Löwdin population analysis, charges in e, atoms 1 to 5: atom 1 (C): -0.04, atom 2 (C): -0.01, atom 3 (C): -0.06, atom 4 (C): 0.00, atom 5 (C): -0.10

***

Record 7
Entry from the OMol25 dataset: a 3-piece molecular cluster, C2H12N2O2 overall in a non-equilibrium geometry (the ωB97M-V functional and the def2-TZVPD basis).

Element x y z (Å)
C 1.700 1.541 1.139
N 0.707 0.849 0.323
C -0.573 1.538 0.468
N -1.635 0.972 -0.352
H 1.805 2.496 0.622
H 1.454 1.737 2.183
H 2.722 1.166 1.073
H 0.653 -0.159 0.389
H -0.453 2.515 0.043
H -0.920 1.611 1.497
H -1.450 1.007 -1.344
H -1.824 0.004 -0.133
O -0.347 -2.155 0.931
H -0.971 -1.452 0.758
H -0.730 -3.009 0.728
O -0.295 -3.137 -2.714
H 0.389 -2.890 -2.090
H -0.232 -2.634 -3.522

Results
gap between HOMO and LUMO: 9.4 eV
lowest unoccupied orbital energy: 0.6 eV
energy relative to the best compared isomer or geometry (same formula, charge and spin): 1.104 eV
charge: 0
SMILES: CNCN.O.O
energy: -9343.09840 eV

Löwdin population analysis, charges in e, atoms 1 to 5: atom 1 (C): -0.15, atom 2 (N): -0.12, atom 3 (C): -0.34, atom 4 (N): 0.01, atom 5 (H): 0.07

***

Record 8
Entry from the OMol25 dataset: a 3-piece molecular cluster, C5H8N2 overall (the ωB97M-V functional and the def2-TZVPD basis).

Element x y z (Å)
C 1.946 -0.281 1.126
C 0.699 -0.252 0.502
C 0.361 -1.071 -0.599
N -0.703 -0.488 -1.195
C -1.222 0.528 -0.374
N -2.457 1.090 -0.712
C -0.415 0.658 0.714
H 2.874 -0.158 0.583
H 2.015 -0.024 2.186
H 2.313 -1.866 0.111
H 1.670 -1.857 -0.510
H -1.320 -0.994 -1.816
H -2.857 1.616 0.054
H -2.416 1.672 -1.542
H -0.488 1.429 1.470

Results
gap between HOMO and LUMO (spin up / spin down): 7.7 / 7.7 eV
lowest unoccupied orbital energy (spin up / spin down): 0.0 / 0.0 eV
energy relative to the best compared isomer or geometry (same formula, charge and spin): 5.275 eV
charge: 0
energy: -8289.72123 eV

Löwdin population analysis, charges in e, atoms 1 to 5: atom 1 (C): 0.04, atom 2 (C): -0.38, atom 3 (C): -0.09, atom 4 (N): 0.06, atom 5 (C): -0.38

***

Question: Which value of energy relative to the best compared isomer or geometry (same formula, charge and spin) does entry 6 give?
Answer: 6.999 eV

***

Question: charge of number 7 (C2H12N2O2)?
Answer: 0